Entry 1:
The following is a DFT calculation (ωB97M-V/def2-TZVPD) of a molecular structure, C4H11O3 in a non-equilibrium geometry.

```
! wB97M-V def2-TZVPD RIJCOSX def2/J DEFGRID3
* xyz -1 1
C -2.29878 0.74191 -0.07160
O -3.68303 -0.03737 -0.28836
C -1.24073 -0.30505 0.13378
C 0.20524 0.17347 0.09750
C 1.14770 -0.72412 0.94089
O 2.44932 -0.42880 0.75315
H -3.47567 0.49889 0.53631
H -2.20853 1.52566 0.69846
H -2.21326 1.28645 -1.00848
H -1.47042 -0.70563 1.14080
H -1.41057 -1.24005 -0.40191
H 0.21266 1.16321 0.58572
H 0.53166 0.37756 -0.91453
H 0.76392 -0.59971 1.97614
H 0.87374 -1.75812 0.61434
H 3.80651 -0.04859 -1.68330
H 2.80642 0.15554 -0.44357
O 3.12039 0.56330 -1.40349
*
```

HOMO-LUMO gap in eV: 6.990
E_LUMO in eV: 3.43
E_tot in Ha: -384.6416
Max |F| in eV/A: 4.59
Highest occupied orbital energy in Ha: -0.13084

Atom charges from the Mulliken analysis, given in e for atoms 1 to 8: atom 1 (C): -0.660, atom 2 (O): -0.522, atom 3 (C): -0.424, atom 4 (C): -0.491, atom 5 (C): -0.443, atom 6 (O): -0.829, atom 7 (H): 0.311, atom 8 (H): 0.301

***

Entry 2:
The following is a DFT calculation (ωB97M-V/def2-TZVPD) of a single C4H11O4PS2 molecule in a non-equilibrium geometry.

```
! wB97M-V def2-TZVPD RIJCOSX def2/J DEFGRID3
* xyz 0 1
C -3.16816 -1.38908 1.19648
C -2.89132 -0.87671 -0.21014
S -1.21495 -0.28155 -0.27467
O -0.76981 -0.40619 -1.66923
O -1.06426 1.03234 0.34733
P 0.12812 -1.53259 0.93265
S 2.17669 -0.11620 0.37760
O 2.49718 0.43180 1.66461
O 3.17388 -0.91308 -0.26334
C 1.80698 1.06583 -0.94651
C 3.08688 1.81909 -1.12002
H -2.65329 -2.29867 1.58665
H -2.63204 -0.59155 1.80796
H -4.18143 -1.45474 1.50506
H -3.47094 -0.01749 -0.47057
H -2.98817 -1.84519 -0.64825
H -0.25284 -0.46970 1.91374
H 1.35115 0.43590 -1.72139
H 0.93060 1.66517 -0.64351
H 3.80393 0.96470 -0.94994
H 3.33515 2.23454 -2.18303
H 2.99664 2.54336 -0.23147
*
```

HOMO-LUMO gap in eV: 8.689
E_LUMO in eV: -1.08
E_tot in Ha: -1597.5525
Max |F| in eV/A: 4.33
Highest occupied orbital energy in Ha: -0.35898

Atom charges from the Mulliken analysis, given in e for atoms 1 to 8: atom 1 (C): -1.140, atom 2 (C): -0.266, atom 3 (S): 0.776, atom 4 (O): -0.667, atom 5 (O): -0.535, atom 6 (P): -0.069, atom 7 (S): 0.910, atom 8 (O): -0.569

***

Entry 3:
The following is a DFT calculation (ωB97M-V/def2-TZVPD) of a molecular structure, C4H11P3 in a non-equilibrium geometry.

```
! wB97M-V def2-TZVPD RIJCOSX def2/J DEFGRID3
* xyz 0 1
C -2.25339 -0.10921 -0.25217
C -2.08488 1.00894 -1.23455
C 3.31566 0.20654 0.52614
C 0.47182 0.00047 -0.12063
P -3.57446 -0.17400 0.74200
P -0.81683 -1.33207 -0.29629
P 1.97255 -1.08050 0.16980
H -1.15982 1.45225 -1.21983
H -2.12413 0.48678 -2.15024
H -2.86539 1.75170 -1.03672
H 2.98109 1.00722 1.19618
H 3.52675 0.49515 -0.51466
H 4.20148 -0.33692 0.92511
H 0.58060 0.52378 -1.09624
H 0.18706 0.64065 0.62992
H -3.18899 -1.47389 1.34142
H -0.83698 -1.62736 0.99826
H 1.66787 -1.43953 1.39249
*
```

HOMO-LUMO gap in eV: 9.061
E_LUMO in eV: 0.44
E_tot in Ha: -1182.9650
Max |F| in eV/A: 3.55
Highest occupied orbital energy in Ha: -0.31670

Atom charges from the Mulliken analysis, given in e for atoms 1 to 8: atom 1 (C): 0.455, atom 2 (C): -1.378, atom 3 (C): -0.854, atom 4 (C): -0.918, atom 5 (P): -0.140, atom 6 (P): 0.013, atom 7 (P): 0.058, atom 8 (H): 0.362

***

Entry 4:
The following is a DFT calculation (ωB97M-V/def2-TZVPD) of a single C4H11PS molecule in a non-equilibrium geometry.

```
! wB97M-V def2-TZVPD RIJCOSX def2/J DEFGRID3
* xyz 0 1
C -1.75109 0.89013 0.33789
P -0.21259 0.08429 0.20002
C -0.29544 -1.44945 -0.83210
C 1.12385 -0.93146 1.65921
C 0.91174 1.34772 -0.59987
S 0.18736 1.50046 -2.31741
H -1.67498 1.71064 1.02613
H -2.30633 0.10829 0.88630
H -0.87478 -2.33208 -0.36441
H -0.91910 -0.92898 -1.60805
H 0.69131 -1.59245 -1.43126
H 1.71461 -0.14081 2.21027
H 0.39228 -1.59393 2.26361
H 1.71722 -1.57919 1.11243
H 1.84412 0.92693 -0.48652
H 0.67440 2.30586 -0.13596
H -1.22257 1.67404 -1.92029
*
```

HOMO-LUMO gap in eV: 8.576
E_LUMO in eV: 0.65
E_tot in Ha: -898.4022
Max |F| in eV/A: 4.47
Highest occupied orbital energy in Ha: -0.29118

Atom charges from the Mulliken analysis, given in e for atoms 1 to 8: atom 1 (C): -1.104, atom 2 (P): 0.653, atom 3 (C): -1.015, atom 4 (C): -1.157, atom 5 (C): -0.733, atom 6 (S): -0.285, atom 7 (H): 0.289, atom 8 (H): 0.236

***

Among the records above, which one has the lowest E_LUMO? C4H11O4PS2